Formula: C4H11N2
Source: the Open Molecules 2025 dataset
Level of theory: ωB97M-V with the def2-TZVPD basis set

Geometry as XYZ:
```
17
C4H11N2 ωB97M-V with the def2-TZVPD basis set
C 3.2876 -0.5085 -0.0503
C -0.5525 -0.4882 0.2374
C -1.8714 1.3721 -0.4212
C -1.6487 0.2923 0.6650
N -0.7107 -1.4435 -0.5429
N 2.4190 -0.0692 0.6675
H 2.9017 -0.7373 -1.0184
H 4.3594 -0.5958 0.0728
H -2.8540 2.0233 -0.3515
H -1.8873 1.0762 -1.4127
H -1.0238 2.2120 -0.5405
H -2.4899 -0.4735 0.7116
H -1.4939 0.8481 1.5747
H 0.1603 -1.9340 -0.8147
H -1.7875 -1.7542 -0.6096
H 0.5042 -0.2396 0.3392
H 2.6874 0.4198 1.4937
```

multiplicity	1
Kohn-Sham gap	0.3578	Eh
E	-268.180461	a.u.
highest occupied orbital energy	-13.87	eV
total charge	+1
relative energy (zero: lowest compared OMol25 entry of this formula, charge and spin)	78.1	kcal per mole

Formula: C4H11N2
Source: the Open Molecules 2025 dataset
Level of theory: ωB97M-V with the def2-TZVPD basis set

Geometry as XYZ:
```
17
C4H11N2 ωB97M-V with the def2-TZVPD basis set
C 0.0321 -0.8072 -1.1909
C -0.5943 -0.9659 0.1037
C -1.9748 -0.5052 0.5574
C 0.6585 1.4990 -0.2177
N 2.2214 -0.7980 0.5017
N 0.5269 0.0340 -0.1663
H 0.7590 -1.5478 -1.4760
H -0.4330 -0.2584 -2.0065
H -0.2317 -1.8131 0.6448
H -2.0064 -0.1297 1.6861
H -2.6375 -1.3165 0.4402
H -2.4308 0.3725 -0.0181
H 1.1107 1.9645 0.6760
H 1.3157 1.6452 -1.0320
H -0.3523 1.9457 -0.5824
H 2.0492 -0.9386 1.5215
H 2.9907 -0.0337 0.5450
```

multiplicity	1
Kohn-Sham gap	0.3595	Eh
E	-268.107270	a.u.
highest occupied orbital energy	-15.56	eV
total charge	+1
relative energy (zero: lowest compared OMol25 entry of this formula, charge and spin)	124.0	kcal per mole

Formula: C4H11N2
Source: the Open Molecules 2025 dataset
Level of theory: ωB97M-V with the def2-TZVPD basis set

Geometry as XYZ:
```
17
C4H11N2 ωB97M-V with the def2-TZVPD basis set
H 2.5291 0.8537 -1.1864
N 1.7913 0.6257 -0.5341
C 1.9998 -0.4854 0.0972
C 0.6957 -0.7432 0.8269
C -0.3052 -0.8770 -0.2924
N -0.7760 0.4744 -0.5937
C -1.7942 0.8651 0.2920
H 2.8268 -1.1354 0.0801
H 0.4888 0.1391 1.3301
H 0.8650 -1.7020 1.4149
H 0.0818 -1.4412 -1.0525
H -1.1109 -1.4468 0.1925
H -1.0701 0.4919 -1.5109
H 0.0240 1.1880 -0.4801
H -1.8083 1.9891 0.2721
H -2.6800 0.6983 -0.2026
H -1.7575 0.5056 1.3469
```

SMILES string	[H]/N=C/CC[NH2+]C
multiplicity	1
Kohn-Sham gap	0.4286	Eh
E	-268.201896	a.u.
highest occupied orbital energy	-14.84	eV
total charge	+1
relative energy (zero: lowest compared OMol25 entry of this formula, charge and spin)	64.6	kcal per mole

Formula: C4H11N2
Source: the Open Molecules 2025 dataset
Level of theory: ωB97M-V with the def2-TZVPD basis set

Geometry as XYZ:
```
17
C4H11N2 ωB97M-V with the def2-TZVPD basis set
C -0.3600 1.1281 -2.1214
C -0.5782 1.3871 -0.6363
C -2.0293 0.2624 0.9633
N -1.2512 0.2025 -0.0353
H 0.2792 0.2559 -2.2723
H -1.3138 0.9639 -2.6209
H 0.1314 1.9728 -2.5964
H 0.3528 1.5162 -0.0861
H -1.2155 2.2565 -0.4949
H -2.4131 -0.6535 1.3956
H -2.2324 1.2344 1.3966
H -0.9515 -0.6645 -0.4625
C 2.2929 -2.1960 1.1855
N 2.5703 -2.0017 2.4024
H 2.4822 -3.1894 0.7894
H 1.8970 -1.4277 0.5162
H 2.3391 -1.0470 2.6771
```

multiplicity	1
Kohn-Sham gap	0.2821	Eh
E	-268.201679	a.u.
highest occupied orbital energy	-13.10	eV
total charge	+1
relative energy (zero: lowest compared OMol25 entry of this formula, charge and spin)	64.8	kcal per mole

Formula: C4H11N2
Source: the Open Molecules 2025 dataset
Level of theory: ωB97M-V with the def2-TZVPD basis set

Geometry as XYZ:
```
17
C4H11N2 ωB97M-V with the def2-TZVPD basis set
C 0.5533 -1.4754 0.0552
C 1.8666 -1.9835 -0.3404
C -0.8511 1.2469 1.1949
C -0.3022 0.0903 -1.0777
N -0.1200 -1.7005 1.0748
N -1.0791 1.1683 -0.2788
H 2.6608 -1.9332 0.4927
H 1.6379 -3.0687 -0.3642
H 2.1126 -1.6832 -1.3247
H -1.0294 0.3162 1.5980
H 0.2636 1.4719 1.3620
H -1.4749 2.0782 1.5245
H 0.6446 0.5130 -1.4635
H -0.8035 -0.4033 -1.8762
H -1.1035 -1.5880 1.0179
H -2.1209 0.9720 -0.4226
H -0.9369 2.0711 -0.6799
```

multiplicity	1
Kohn-Sham gap	0.3481	Eh
E	-268.146311	a.u.
highest occupied orbital energy	-13.08	eV
total charge	+1
relative energy (zero: lowest compared OMol25 entry of this formula, charge and spin)	99.5	kcal per mole

Formula: C4H11N2
Source: the Open Molecules 2025 dataset
Level of theory: ωB97M-V with the def2-TZVPD basis set

Geometry as XYZ:
```
17
C4H11N2 ωB97M-V with the def2-TZVPD basis set
C 1.2988 -1.2686 -0.3620
C -0.9555 0.3043 1.5620
C 0.7718 -0.4247 -1.2323
C -0.7113 1.1604 0.3045
N 2.6077 -1.1616 0.0608
N -1.6099 1.5109 -0.5215
H 0.8849 -2.3116 -0.1653
H -0.7425 1.0282 2.4002
H -0.0810 -0.4003 1.5165
H -1.8536 -0.1902 1.7528
H -0.1094 -0.6965 -1.7233
H 1.2269 0.5609 -1.5861
H 0.4011 1.4709 0.4063
H 2.7991 -1.5457 0.9324
H 3.1517 -0.3633 -0.1478
H -1.4597 2.2459 -1.1963
H -2.4183 0.9074 -0.5838
```

multiplicity	1
Kohn-Sham gap	0.2911	Eh
E	-268.203204	a.u.
highest occupied orbital energy	-12.34	eV
total charge	+1
relative energy (zero: lowest compared OMol25 entry of this formula, charge and spin)	63.8	kcal per mole

Formula: C4H11N2
Source: the Open Molecules 2025 dataset
Level of theory: ωB97M-V with the def2-TZVPD basis set

Geometry as XYZ:
```
17
C4H11N2 ωB97M-V with the def2-TZVPD basis set
C -0.8280 1.8523 -0.4930
C 1.6276 -1.5391 -1.0823
C -0.4746 1.5782 1.8415
C -0.5188 -1.4332 -0.0939
N 0.2256 -1.5966 -1.1359
N -0.6749 1.0712 0.4877
H -1.0496 1.2636 -1.3217
H -0.9055 2.8834 -0.3808
H 1.7935 -0.7091 -0.4832
H 2.0857 -2.4139 -0.5632
H 2.0433 -1.4581 -2.0735
H 0.2089 1.0258 2.5171
H -1.4495 1.6311 2.3444
H -0.1321 2.6040 1.7510
H -1.5217 -1.6641 -0.1663
H -0.2429 -0.9195 0.7871
H -0.1872 -2.1761 -1.9348
```

multiplicity	1
Kohn-Sham gap	0.3387	Eh
E	-268.182694	a.u.
highest occupied orbital energy	-13.82	eV
total charge	+1
relative energy (zero: lowest compared OMol25 entry of this formula, charge and spin)	76.7	kcal per mole

Formula: C4H11N2
Source: the Open Molecules 2025 dataset
Level of theory: ωB97M-V with the def2-TZVPD basis set

Geometry as XYZ:
```
17
C4H11N2 ωB97M-V with the def2-TZVPD basis set
C -1.1665 0.2865 -0.8135
C -3.2218 -0.3652 0.2530
C 1.7748 -0.0223 0.1644
C 3.2247 -0.5110 0.2628
N -2.0041 0.4197 0.0922
N 1.4377 1.1410 -0.1629
H -0.2095 0.8887 -0.8728
H -1.2824 -0.5178 -1.6103
H -2.9978 -1.2820 -0.3116
H -3.2731 -0.4969 1.3169
H 1.0219 -0.8578 -0.2142
H 3.3265 -1.5160 -0.2156
H 3.1948 -0.6057 1.3529
H 3.9466 0.1587 0.0887
H -1.8840 1.2159 0.8375
H 2.1676 1.7914 0.0070
H -4.0554 0.2728 -0.1745
```

multiplicity	3
Kohn-Sham gap (alpha / beta)	0.1782 / 0.3026	Eh
E	-268.014403	a.u.
<S²>	2.01
highest occupied orbital energy (alpha / beta)	-9.32 / -14.98	eV
total charge	+1
relative energy (zero: lowest compared OMol25 entry of this formula, charge and spin)	72.1	kcal per mole

Formula: C4H11N2O
Source: the Open Molecules 2025 dataset
Level of theory: ωB97M-V with the def2-TZVPD basis set

Geometry as XYZ:
```
18
C4H11N2O ωB97M-V with the def2-TZVPD basis set
C 2.2318 -2.0417 0.1428
N 1.3928 -0.9252 0.6838
C -0.0070 -1.0897 0.1495
C -0.8310 0.2112 0.3940
N -0.4606 1.4049 -0.3774
C -1.6775 2.6644 -0.4271
O -2.8780 2.4011 -1.0355
H 2.9964 -2.1470 1.0165
H 1.6218 -2.8594 0.0829
H 2.5971 -1.8185 -0.8667
H 1.5406 -0.0607 0.2399
H -0.5892 -1.8783 0.6718
H -0.0539 -1.3090 -0.9168
H -0.6813 0.2935 1.4748
H -1.8590 -0.1950 0.3263
H -0.3659 1.1176 -1.3515
H -1.9458 2.8692 0.6483
H -1.0313 3.3628 -0.8556
```

SMILES string	CNCCNC[O-]
multiplicity	1
Kohn-Sham gap	0.2346	Eh
E	-343.677965	a.u.
highest occupied orbital energy	-2.75	eV
total charge	-1
relative energy (zero: lowest compared OMol25 entry of this formula, charge and spin)	58.5	kcal per mole

Formula: C4H11N2O
Source: the Open Molecules 2025 dataset
Level of theory: ωB97M-V with the def2-TZVPD basis set

Geometry as XYZ:
```
18
C4H11N2O ωB97M-V with the def2-TZVPD basis set
C 1.8732 1.3936 0.2002
N 0.4922 0.9138 0.4060
C 0.0907 0.7612 1.6989
N -0.5867 -0.3001 2.1041
H 1.9404 1.8387 -0.7905
H 2.1127 2.0530 1.0374
H 2.5783 0.5919 0.3200
H 0.5927 0.0128 -0.7381
H 0.4107 1.5491 2.4132
H -0.8128 -0.2766 3.0847
C -0.9178 -0.6000 -1.7690
O 0.5012 -0.4836 -1.6572
C -1.4938 -1.5747 -0.7393
H -1.1295 -0.9030 -2.8079
H -1.4391 0.3831 -1.6129
H -2.5379 -1.8051 -0.9741
H -1.4122 -1.1947 0.2591
H -0.9654 -2.5560 -0.8489
```

multiplicity	1
Kohn-Sham gap	0.2732	Eh
E	-343.734274	a.u.
highest occupied orbital energy	-3.00	eV
total charge	-1
relative energy (zero: lowest compared OMol25 entry of this formula, charge and spin)	23.2	kcal per mole

Formula: C4H11N2O
Source: the Open Molecules 2025 dataset
Level of theory: ωB97M-V with the def2-TZVPD basis set

Geometry as XYZ:
```
18
C4H11N2O ωB97M-V with the def2-TZVPD basis set
N -2.5255 0.0497 -1.0534
C -1.3430 -0.6922 -1.4685
N -0.2024 -0.7588 -0.6245
C 0.7915 0.2835 -0.6102
C 1.0161 0.9014 0.8006
C 1.3677 -0.1120 1.9047
O 2.1788 0.3498 2.8289
H -2.7220 -0.2783 -0.1080
H -2.3189 1.0246 -0.8953
H -1.0184 -0.2291 -2.4130
H -1.5930 -1.7098 -1.7795
H -0.1674 -1.2552 0.2486
H 0.5641 1.0899 -1.3123
H 1.7926 -0.0965 -0.8887
H 1.8758 1.5677 0.6977
H 0.1228 1.4945 1.0299
H 0.3798 -0.5696 2.2772
H 1.8015 -1.0596 1.3659
```

SMILES string	NCNCCC[O-]
multiplicity	1
Kohn-Sham gap	0.2253	Eh
E	-343.717237	a.u.
highest occupied orbital energy	-2.27	eV
total charge	-1
relative energy (zero: lowest compared OMol25 entry of this formula, charge and spin)	33.8	kcal per mole

Formula: C4H11N2O
Source: the Open Molecules 2025 dataset
Level of theory: ωB97M-V with the def2-TZVPD basis set

Geometry as XYZ:
```
18
C4H11N2O ωB97M-V with the def2-TZVPD basis set
O 0.1369 -1.7784 -0.6316
C 0.9393 -1.0052 -0.0674
C 0.1402 0.2665 -0.1058
C -0.8618 0.5228 0.9782
C -0.2180 1.0835 2.2726
N 0.9484 2.0033 2.0197
N -0.1592 -2.0026 -3.6738
H 2.0122 -1.2155 -0.1283
H 0.1535 0.7196 -1.0820
H -1.6192 1.2082 0.5960
H -1.3726 -0.4018 1.2120
H -0.9729 1.5739 2.8763
H 0.3143 0.2483 2.7293
H 0.7221 2.8695 2.4954
H 1.0369 2.2248 1.0360
H -0.9520 -1.5176 -4.0479
H -0.2086 -3.0079 -3.7898
H -0.0393 -1.7917 -2.6889
```

multiplicity	2
Kohn-Sham gap (alpha / beta)	0.2991 / 0.3536	Eh
E	-343.627135	a.u.
<S²>	0.75
highest occupied orbital energy (alpha / beta)	-8.00 / -9.47	eV
relative energy (zero: lowest compared OMol25 entry of this formula, charge and spin)	44.9	kcal per mole

Formula: C4H11N2O
Source: the Open Molecules 2025 dataset
Level of theory: ωB97M-V with the def2-TZVPD basis set

Geometry as XYZ:
```
18
C4H11N2O ωB97M-V with the def2-TZVPD basis set
C -1.5842 0.4388 -0.7303
C -0.9217 -0.8430 -0.2230
C -0.1001 -0.7816 1.0420
C 0.7761 0.2961 1.1775
N 2.7721 0.7377 -0.9686
N 2.3613 -0.2258 -0.2310
O 2.8600 -1.2880 -0.2485
H -2.6707 0.4723 -0.5793
H -1.2477 1.4264 -0.2889
H -1.4272 0.4203 -1.8495
H -1.6617 -1.5833 -0.0927
H -0.2944 -1.3397 -0.9758
H -0.7335 -0.6477 1.9150
H 0.4368 -1.7708 1.1607
H 1.2749 0.5282 2.1324
H 0.3127 1.3239 0.7475
H 2.1862 1.6223 -0.9580
H 3.6821 0.8415 -1.6372
```

multiplicity	1
Kohn-Sham gap (alpha / beta)	0.3591 / 0.3591	Eh
E	-343.322880	a.u.
highest occupied orbital energy (alpha / beta)	-15.13 / -15.13	eV
total charge	+1
relative energy (zero: lowest compared OMol25 entry of this formula, charge and spin)	151.4	kcal per mole

Formula: C4H11N2O
Source: the Open Molecules 2025 dataset
Level of theory: ωB97M-V with the def2-TZVPD basis set

Geometry as XYZ:
```
18
C4H11N2O ωB97M-V with the def2-TZVPD basis set
C 1.4368 -2.2367 -0.2707
O 0.9997 -1.0493 0.3596
C 0.4131 -0.1239 -0.2838
N 0.1800 0.1562 -1.5302
C -0.1882 1.0004 0.6654
C -1.3640 0.2778 1.2629
N -0.4202 2.0755 -0.2458
H 1.1767 -3.0424 0.3058
H 1.1550 -2.4761 -1.3098
H 2.5456 -2.1890 -0.1643
H -0.4310 1.1136 -1.5673
H 0.2817 -0.4751 -2.3371
H 0.2926 1.3528 1.6998
H -1.9882 0.9664 1.7116
H -1.0234 -0.7277 1.6187
H -2.1249 -0.0035 0.4197
H 0.3155 2.8233 -0.2707
H -1.2567 2.5579 -0.0637
```

SMILES string	COC(=[NH2+])[C@H](C)N
multiplicity	1
Kohn-Sham gap	0.4367	Eh
E	-343.457113	a.u.
highest occupied orbital energy	-14.81	eV
total charge	+1
relative energy (zero: lowest compared OMol25 entry of this formula, charge and spin)	67.2	kcal per mole